(1)
44
Properties=species:S:1:pos:R:3:lowdin_charge:R:1 method="wB97M-V/def2-TZVPD" mol_weight_g_mol=349.34 lumo_ev=0.62 relative_energy_kj_mol=54.0 smiles="CC1(C)O[C@H]2[C@@H]3NC(=O)c4c(cc5c(c4O)OCO5)[C@H]3C[C@H](O)[C@H]2O1"
C 0.829 -0.370 -0.631 -0.156
C 1.088 2.342 0.198 -0.393
C 3.115 -0.804 0.468 0.051
H -5.269 -0.079 -2.552 0.085
C -5.047 -0.059 0.206 0.012
C 2.093 0.090 0.114 -0.098
H 5.836 -0.530 3.602 0.118
N -0.091 1.887 -0.305 0.128
C 5.924 -0.212 2.608 -0.111
H -4.943 1.536 -1.942 0.097
H -1.403 -1.907 0.717 0.162
O 5.218 -1.111 1.744 0.049
C -0.402 0.496 -0.178 -0.204
H -1.495 0.742 -2.016 0.172
H 0.962 -2.492 -1.217 0.143
O -2.831 0.748 -0.440 -0.011
H 3.037 -1.837 0.206 0.115
O -3.352 -1.323 -1.043 -0.014
O 3.524 3.226 1.411 0.081
C -1.932 -1.219 -1.274 -0.192
O 5.409 1.101 2.386 0.053
H -5.415 0.959 0.381 0.092
C -4.500 0.548 -2.132 0.006
H -5.888 -0.691 -0.176 0.107
H 0.854 -2.144 0.557 0.118
C 0.481 -1.862 -0.430 -0.077
H -0.624 0.293 0.863 0.169
H -3.710 0.681 -2.877 0.089
C 3.371 1.894 1.123 -0.134
H -2.175 -3.751 -0.749 0.112
H 1.013 -0.190 -1.706 0.166
C -1.639 0.201 -1.038 -0.223
C 4.173 -0.390 1.241 -0.200
H -4.657 -0.464 1.156 0.096
O -1.224 -3.504 -0.688 -0.038
H -1.751 -1.452 -2.326 0.168
H 2.670 3.646 1.129 0.077
C 4.330 0.943 1.547 -0.113
C -3.942 -0.029 -0.834 -0.586
C -1.048 -2.128 -0.314 -0.268
O 1.074 3.495 0.569 0.075
H -0.860 2.540 -0.151 0.166
C 2.221 1.440 0.462 -0.024
H 6.976 -0.256 2.330 0.138



(2)
35
Properties=species:S:1:pos:R:3:lowdin_charge:R:1 method="wB97M-V/def2-TZVPD" mol_weight_g_mol=800.18 lumo_ev=-5.70 relative_energy_kj_mol=0.0 charge=-1
In -0.289 0.673 -0.053 1.507
S 1.813 -2.688 -0.560 0.441
F 2.012 1.165 4.014 -0.141
F 0.797 1.595 5.935 -0.171
O 3.666 -1.175 -2.325 -0.202
O -2.192 -4.029 -0.389 -0.167
F -2.434 2.184 -1.882 -0.240
F -1.135 1.523 4.646 -0.166
O -3.031 -1.924 2.563 -0.189
O -3.856 -2.290 -0.346 -0.207
O -1.779 4.370 -2.333 -0.218
S -2.480 -2.643 -0.353 0.452
F 1.892 0.392 -2.686 -0.195
N 1.379 -1.195 -0.933 -0.320
F 0.125 1.143 2.745 -0.256
F 2.250 2.843 -2.029 -0.199
N -1.477 -1.697 0.478 -0.267
O 1.028 4.765 -2.298 -0.226
O 1.641 -1.788 -3.502 -0.217
P 0.459 1.358 4.357 0.146
S 2.259 -1.111 -2.424 0.524
O -1.741 2.689 -4.098 -0.200
O 1.220 -3.629 -1.445 -0.219
S -1.809 -2.364 2.006 0.495
F 0.286 -0.199 4.704 -0.151
O 3.142 -2.904 -0.117 -0.215
O -1.316 -3.672 2.182 -0.174
F 0.562 2.943 4.130 -0.150
F 1.020 -2.840 0.804 -0.175
O 1.293 3.238 -4.155 -0.201
S -1.414 3.076 -2.778 0.507
F -0.760 -1.506 2.770 -0.155
S 0.956 3.427 -2.785 0.458
F -2.033 -2.160 -1.798 -0.165
N -0.056 2.429 -2.044 -0.341



(3)
90
Properties=species:S:1:pos:R:3:lowdin_charge:R:1 method="wB97M-V/def2-TZVPD" mol_weight_g_mol=761.52 lumo_ev=-0.94 charge=-1
C 1.137 4.241 1.480 -0.155
H -5.520 -0.590 1.325 0.075
C 1.433 0.242 -1.675 -0.209
H 0.857 4.729 -3.545 0.129
C 1.607 0.687 1.493 -0.406
C 0.007 -2.515 0.400 -0.311
H 2.722 -0.953 3.759 0.087
H -4.146 0.448 1.702 0.061
N 1.738 -0.794 3.700 0.111
C 0.990 -1.236 2.656 -0.489
S 0.362 1.737 2.437 0.853
H -0.868 -2.599 -1.605 0.136
H -2.951 -1.991 4.287 0.036
C 0.063 4.157 -3.047 -0.143
H 0.192 1.895 -4.480 0.123
C -0.060 -5.102 0.349 -0.016
C 1.170 3.341 2.777 -0.509
N 0.255 -2.378 2.925 -0.471
H -0.117 2.355 -1.921 0.105
I 1.236 -4.006 3.655 1.026
H -3.553 -0.440 -1.697 0.078
O 3.076 -3.628 0.456 0.106
O -0.392 4.880 -1.875 -0.045
H 3.995 -0.035 0.125 0.079
H 1.992 -0.115 -3.703 0.112
H 0.272 -0.350 -3.419 0.110
H 5.217 -3.142 1.827 0.093
C 4.535 -2.462 2.369 -0.112
H -0.932 -5.251 0.985 0.061
H 2.198 3.191 3.130 0.062
C -2.463 3.441 -0.125 0.023
H 0.722 0.795 -1.053 0.071
H 0.992 3.644 0.567 0.037
H 1.899 2.108 -4.179 0.109
C -2.580 3.869 -1.377 -0.051
C -3.630 -1.707 1.517 -0.398
H 1.777 1.279 0.591 0.073
H 1.257 -1.899 -1.805 0.127
P -1.963 -1.236 2.191 1.002
N 3.760 -1.571 1.504 -0.130
C 1.297 -1.578 0.332 -0.185
H -1.455 3.380 0.295 0.035
C -1.638 -0.797 -0.864 -0.217
C -4.596 -0.535 1.918 -0.159
O -3.353 -0.827 -5.357 -0.426
H 3.682 -3.542 -0.275 0.107
H 2.796 -1.334 -1.322 0.111
H -3.969 -2.661 1.968 0.078
H -0.807 3.942 -3.684 0.141
H 3.872 -3.015 3.043 0.005
O -4.701 0.712 -6.660 -0.412
H -3.285 3.346 -2.044 0.135
H -3.363 3.200 0.439 0.062
H -3.690 -1.774 0.428 0.055
B 2.672 -2.323 0.790 -0.546
S -4.042 0.495 -5.357 0.163
O -3.035 1.565 -5.110 -0.474
H -1.338 -1.349 4.637 0.018
H 2.382 0.817 -1.580 0.109
N 1.028 -0.602 1.399 -0.036
H 1.052 -3.957 -0.948 0.117
H 0.564 3.843 3.544 0.063
H 5.473 -0.357 1.029 0.095
H -2.635 -0.194 4.366 0.037
H 0.532 -5.993 0.124 0.073
H 2.541 0.798 2.077 0.091
H -2.082 -0.454 -2.959 0.067
C 1.717 -1.173 -1.106 -0.084
C -1.750 5.005 -1.952 -0.575
O -2.260 5.906 -2.386 0.227
C 0.344 -3.952 -0.113 -0.155
O -5.056 0.518 -4.268 -0.437
H 2.092 4.778 1.424 0.066
C 0.659 2.818 -2.561 -0.184
H 1.600 2.986 -2.007 0.111
H -1.304 0.048 -0.243 0.079
H 5.193 -1.832 3.000 0.093
C -0.637 -2.577 1.793 -0.450
C 1.109 0.325 -3.197 -0.162
H -1.201 -3.506 1.991 0.094
H -1.985 -2.867 -0.293 0.116
C -2.493 -0.566 -1.944 0.091
H 4.934 -1.477 -0.287 0.097
H 0.291 4.936 1.549 0.071
C 4.605 -0.842 0.567 -0.077
H -4.850 -0.573 2.984 0.055
C -1.163 -2.197 -0.604 -0.173
C 0.957 1.788 -3.689 -0.170
C -2.245 -1.170 4.049 -0.267
H 1.256 -0.221 4.362 0.089